# 1
Here is 14 unconnected molecules or ions with the total composition C56H84O42 in a non-equilibrium geometry from the OMol25 dataset. Energies are from the ωB97M-V functional and the def2-TZVPD basis.

Each line ends with the Mulliken charge.
CARTESIAN COORDINATES (ANGSTROEM)
C -19.73419 12.19536 -12.07003  -1.80
C -19.30635 13.50577 -11.57008  2.16
C -18.16563 14.24426 -12.19814  -0.51
O -18.68646 15.65528 -12.15759  -0.14
C -19.98230 15.61642 -12.24052  0.61
O -20.68082 16.55370 -12.58560  -0.65
O -20.43192 14.39525 -11.88485  -0.32
H -18.90740 11.48933 -12.05493  0.26
H -20.08457 12.34658 -13.09450  0.54
H -20.54290 11.70592 -11.49668  0.17
H -19.15067 13.40804 -10.50143  -0.75
H -18.09409 14.01670 -13.23373  0.40
H -17.24912 14.23894 -11.64878  0.19
C -19.97444 23.19762 -9.35402  -1.42
C -19.66129 22.61814 -8.02980  0.60
C -20.28902 21.29386 -7.68129  -0.56
O -19.26936 20.61096 -7.00415  0.19
C -18.06670 21.11702 -7.21672  0.12
O -16.99194 20.74826 -6.87397  -0.23
O -18.25273 22.27081 -7.93131  -0.54
H -20.99656 23.56976 -9.39360  0.40
H -19.74409 22.40666 -10.05374  0.21
H -19.23702 24.01676 -9.51762  0.36
H -19.93659 23.34664 -7.27460  0.25
H -20.54376 20.71079 -8.57850  0.16
H -21.12058 21.31426 -6.97283  0.32
C -23.05855 21.39943 -2.96518  -1.12
C -21.75783 22.07599 -2.54113  0.50
C -20.46011 21.37484 -3.08970  0.54
O -19.70432 22.47214 -3.69382  -0.03
C -20.42947 23.59235 -3.67011  0.40
O -20.01512 24.61465 -4.09943  -0.57
O -21.64462 23.39866 -3.13468  -0.44
H -23.08830 20.50793 -2.30448  0.29
H -22.94906 21.15966 -4.05105  0.17
H -23.89977 22.03830 -2.80052  0.42
H -21.68807 22.13671 -1.45507  0.33
H -20.61846 20.67144 -3.90316  -0.17
H -19.81167 20.97729 -2.34699  -0.33
C -11.91139 21.21904 -7.92742  -1.87
C -13.17315 20.82435 -7.18026  0.67
C -14.11764 19.82479 -7.84403  1.37
O -13.95221 18.64236 -7.03980  -0.19
C -13.29664 18.95616 -5.91374  0.38
O -13.23096 18.10440 -5.02461  -0.57
O -12.78768 20.14725 -5.93845  -0.38
H -11.95045 21.93136 -8.70488  0.40
H -11.40037 20.32828 -8.28095  0.42
H -11.22640 21.52203 -7.16845  0.45
H -13.68524 21.71965 -6.83143  0.13
H -13.90971 19.57529 -8.90483  0.32
H -15.12808 20.24543 -7.77875  -1.08
C -14.19820 14.83105 -6.62322  -1.02
C -14.03653 15.60953 -7.89489  1.60
C -12.99653 15.05842 -8.81910  -0.59
O -13.57336 15.20964 -10.16403  -0.43
C -14.89991 15.40989 -10.04076  0.35
O -15.65627 15.44245 -11.00333  -0.62
O -15.25517 15.55703 -8.75841  0.07
H -14.15832 13.74753 -6.83154  0.46
H -15.15158 15.15078 -6.20918  -0.16
H -13.37585 15.18299 -5.91981  0.40
H -13.93271 16.65740 -7.74731  -0.64
H -12.80510 13.97664 -8.77079  0.34
H -12.05453 15.57491 -8.77508  0.33
C -17.59612 12.47659 -3.56080  -1.68
C -18.53117 13.52992 -4.05953  1.80
C -19.96154 13.11641 -4.44511  -0.27
O -20.71847 14.28291 -4.10619  -0.22
C -20.16948 14.90872 -3.01338  0.54
O -20.55942 15.75675 -2.27766  -0.46
O -18.81476 14.53987 -3.04136  -0.30
H -16.61228 12.88337 -3.46755  0.35
H -17.53441 11.65131 -4.22362  0.31
H -17.94894 12.14478 -2.56102  0.41
H -18.08895 13.94989 -4.97405  -0.71
H -20.29125 12.27690 -3.82593  0.36
H -20.10206 12.90859 -5.50310  -0.08
C -17.63023 18.44765 -13.53812  -1.65
C -18.11233 19.22564 -12.37965  0.59
C -18.58293 18.55858 -11.01174  0.08
O -17.99816 19.37693 -10.02670  0.34
C -17.02113 20.11663 -10.59467  0.03
O -16.20798 20.74682 -9.94985  -0.51
O -17.08212 20.10496 -11.91334  -0.38
H -18.45435 17.81975 -13.93810  0.27
H -16.79047 17.87901 -13.30206  0.35
H -17.32551 19.24998 -14.20381  0.50
H -18.97482 19.80971 -12.78298  0.19
H -18.14698 17.58874 -10.99496  -0.31
H -19.65075 18.38305 -10.87775  0.47
C -16.07644 17.96288 -3.19482  -0.68
C -15.78808 16.65526 -2.58081  0.91
C -14.34333 16.20215 -2.53601  -0.24
O -14.23841 15.56649 -1.21007  -0.43
C -15.08543 16.17990 -0.34165  0.49
O -15.03608 16.10180 0.88009  -0.60
O -16.01388 16.89170 -1.08969  -0.18
H -17.13634 18.27308 -3.10226  0.27
H -15.83495 17.94874 -4.25140  0.01
H -15.42946 18.69476 -2.68365  0.39
H -16.41068 15.82386 -2.89753  -0.23
H -13.55209 16.91308 -2.64801  0.27
H -14.09142 15.37976 -3.23406  0.06
C -16.28647 21.42424 -3.62608  -0.80
C -15.71474 22.52530 -4.44775  1.07
C -16.63625 23.54025 -5.14346  1.01
O -16.00047 24.82037 -4.94067  -0.48
C -15.18368 24.75907 -3.88575  0.56
O -14.70195 25.65101 -3.29145  -0.55
O -15.04288 23.46841 -3.49882  -0.52
H -15.53948 20.95934 -2.97253  0.42
H -16.70536 20.64330 -4.28335  -0.03
H -16.99511 21.86472 -2.96293  0.25
H -14.93205 22.19513 -5.06993  -0.51
H -17.62758 23.59638 -4.69493  -0.48
H -16.82191 23.44418 -6.24716  0.00
C -23.31655 16.34144 -10.23163  -1.29
C -23.54862 14.96059 -9.74810  0.55
C -23.84135 13.87304 -10.75957  -0.65
O -23.03283 12.76593 -10.34943  -0.37
C -22.13357 13.18608 -9.44186  -0.09
O -21.30497 12.50973 -8.96448  -0.35
O -22.33138 14.45615 -9.10474  0.38
H -22.77332 16.33999 -11.17732  0.30
H -22.79773 16.88778 -9.43010  0.09
H -24.27080 16.82683 -10.31038  0.46
H -24.34782 14.96267 -8.99629  0.39
H -23.52608 14.11113 -11.80520  0.24
H -24.87475 13.51999 -10.78432  0.34
C -24.39452 17.03349 -3.60577  -1.80
C -23.14237 17.06193 -4.39866  1.11
C -22.92769 16.10260 -5.55556  0.40
O -23.11306 16.96300 -6.74847  -0.21
C -23.15388 18.24803 -6.39797  0.71
O -23.17092 19.14417 -7.20140  -0.66
O -23.11789 18.37744 -5.07045  -0.27
H -24.52840 17.99122 -3.11846  0.30
H -24.34633 16.19703 -2.84256  0.37
H -25.27389 16.80822 -4.19152  0.41
H -22.30121 17.09883 -3.72700  -0.07
H -23.71769 15.33324 -5.67926  0.47
H -21.95526 15.65338 -5.59456  -0.49
C -18.41171 9.25585 -9.48814  -1.45
C -19.06326 10.55910 -8.98866  0.91
C -19.38239 10.57506 -7.50584  -0.48
O -18.43015 11.43762 -6.93396  -0.22
C -17.84070 12.15145 -7.89636  0.33
O -17.14650 13.07717 -7.65504  -0.32
O -18.20430 11.68557 -9.11891  -0.14
H -17.52596 9.10172 -8.84032  0.37
H -18.19233 9.30483 -10.58449  0.28
H -19.08563 8.42494 -9.19598  0.39
H -19.98030 10.83001 -9.53907  -0.17
H -19.18350 9.55137 -7.10129  0.36
H -20.34954 10.91293 -7.19739  0.24
C -18.92639 15.87408 -8.71039  0.99
C -18.45119 16.21319 -7.38136  1.24
C -17.78536 17.57014 -7.22323  1.12
O -18.15699 17.94267 -5.89455  0.03
C -19.36402 17.34694 -5.67721  -0.59
O -20.15436 17.73973 -4.87688  -0.18
O -19.52419 16.27509 -6.45495  -0.15
H -18.07464 15.80801 -9.39524  -0.41
H -19.64603 16.60920 -9.03753  0.24
H -19.44867 14.88816 -8.65295  -0.38
H -17.77011 15.45227 -7.01242  -1.24
H -18.15790 18.35643 -7.88905  -0.74
H -16.67500 17.47654 -7.29962  -0.47
C -17.97370 19.47979 0.01776  -1.31
C -19.17147 18.52621 0.08222  1.07
C -18.88220 17.12390 0.60590  0.28
O -19.95912 16.74002 1.49585  -0.39
C -20.53546 17.88341 1.91879  0.47
O -21.38528 18.01507 2.71252  -0.51
O -20.07106 18.97770 1.18570  -0.48
H -18.41732 20.47088 -0.14623  0.42
H -17.26300 19.21316 -0.75805  0.05
H -17.43663 19.36777 0.94602  0.49
H -19.82538 18.43224 -0.85522  -0.21
H -17.93327 17.12721 1.13975  0.32
H -18.85279 16.40964 -0.23954  -0.16

Lowest unoccupied orbital energy (eV): -0.1
Kohn-Sham gap (eV): 10.2
Energy above the lowest of the compared OMol25 structures with the same formula, charge and spin (kcal/mol): 47.2


# 2
Here is 8 unconnected molecules or ions with the total composition C56H88F2IN5O16SSi in a non-equilibrium geometry from the OMol25 dataset. Energies are from the ωB97M-V functional and the def2-TZVPD basis.

Each line ends with the Mulliken charge.
CARTESIAN COORDINATES (ANGSTROEM)
H 0.46646 3.26692 -5.31435  0.23
N 0.87679 2.51280 -4.75546  -0.38
C 0.22539 1.42302 -4.88719  -0.38
C 0.61617 0.08013 -4.16084  -0.66
C 1.24926 0.32759 -2.73125  0.83
O 0.70771 -0.46054 -1.68126  -0.20
C -0.36185 0.16133 -0.97204  0.16
C -1.67471 0.41312 -1.83019  -0.27
C -2.94788 0.12368 -0.91341  -0.07
C -4.31582 0.28733 -1.68771  -0.94
C -5.43492 -0.72084 -1.17638  -0.82
C -5.25021 -2.18792 -1.72879  0.19
C -6.68969 -2.87052 -1.76047  -0.96
C -6.62853 -4.41818 -2.10276  0.56
S -7.65398 -5.34664 -0.86107  -0.17
C -8.99833 -6.13121 -1.79524  0.54
N -9.22134 -7.45783 -1.68934  -0.26
N -10.28059 -7.75568 -2.48864  -0.40
C -10.67962 -6.60463 -3.08559  0.01
O -9.88715 -5.56002 -2.67412  -0.26
C 0.08624 1.45706 -0.13647  -0.94
N -0.85722 1.76170 0.96421  -0.10
N 1.49053 1.33093 0.28696  0.28
C 2.00390 2.50916 0.95294  0.42
F 1.51538 3.70691 0.44099  -0.33
F 3.40043 2.52524 0.69825  -0.39
C 1.80330 2.52839 2.51149  -0.56
C 2.62631 3.69774 3.23078  -0.54
Si 3.44249 2.93241 4.77358  0.30
C 2.28784 1.72399 5.70354  -1.00
C 4.91401 1.86322 4.12841  -0.98
C 4.23306 4.21401 5.94957  0.48
C 4.40591 3.79327 7.36277  -0.20
C 5.03231 4.63057 8.38855  -0.72
C 5.49074 5.96966 7.95046  -0.42
C 5.31726 6.40786 6.56045  -0.49
C 4.69043 5.54759 5.53646  -0.27
C 2.78803 -0.11030 -2.82075  -1.25
I 3.95531 1.02754 -4.23873  0.09
C 2.89927 -1.69045 -3.01741  -0.25
C 3.14713 -2.43837 -1.62903  -0.74
H -0.65510 1.43505 -5.60056  0.36
H 1.35904 -0.41467 -4.85681  0.52
H -0.29158 -0.57228 -4.17270  0.26
H 1.26491 1.43456 -2.56488  0.02
H -0.67722 -0.58280 -0.17424  0.27
H -1.69565 -0.41589 -2.59788  0.44
H -1.70993 1.42103 -2.31813  -0.32
H -2.86852 -0.97253 -0.64418  0.10
H -2.98912 0.77259 -0.01083  0.11
H -4.71363 1.31361 -1.43189  0.28
H -4.23219 0.22399 -2.80359  0.40
H -5.48242 -0.72847 -0.04898  0.09
H -6.44167 -0.33358 -1.50837  0.50
H -4.61258 -2.81539 -1.04712  0.21
H -4.83216 -2.13034 -2.77245  0.10
H -7.16300 -2.78948 -0.73947  0.43
H -7.31210 -2.31167 -2.51534  0.23
H -7.11416 -4.57769 -3.10562  0.02
H -5.59553 -4.84331 -2.15499  -0.41
H -11.51334 -6.57623 -3.81901  0.38
H -0.02391 2.31344 -0.86561  -0.21
H -1.64670 2.29878 0.60108  0.31
H -1.20647 0.90493 1.40318  0.16
H 1.57976 0.50181 0.88751  0.36
H 2.20899 1.53742 2.87782  0.11
H 0.72867 2.59946 2.81498  0.35
H 3.40012 4.12122 2.54025  0.43
H 1.89789 4.51334 3.47506  0.37
H 1.32786 2.19545 6.04127  0.31
H 2.00742 0.87570 5.01710  0.30
H 2.84089 1.28359 6.57690  0.34
H 5.64146 2.59377 3.66831  0.30
H 5.42503 1.43379 5.03253  0.26
H 4.58864 1.08648 3.38919  0.32
H 4.05221 2.78255 7.68208  0.08
H 5.15533 4.25317 9.42822  0.45
H 5.97645 6.59441 8.73565  0.36
H 5.69385 7.41968 6.26252  0.31
H 4.57390 5.88769 4.47947  0.32
H 3.23743 0.07973 -1.80239  0.52
H 1.93574 -2.12482 -3.42033  0.21
H 3.67547 -1.92970 -3.79223  0.42
H 2.65108 -1.80133 -0.85058  0.01
H 2.60983 -3.43083 -1.63878  0.26
H 4.25274 -2.54001 -1.50247  0.31
O -4.26795 -0.00430 1.91295  -0.54
C -3.98183 -0.35088 3.02602  0.46
C -3.65286 0.56097 4.18342  -0.37
C -3.00477 -0.39616 5.16896  -0.45
C -3.68068 -1.70972 4.83512  -0.50
O -3.95121 -1.64719 3.42626  -0.33
H -4.57928 0.98570 4.57533  0.31
H -2.96835 1.35043 3.87765  0.25
H -3.12529 -0.10277 6.21180  0.34
H -1.93375 -0.46708 4.96127  0.19
H -4.62801 -1.83705 5.36598  0.27
H -3.04040 -2.56555 5.04673  0.36
O 6.75960 2.44527 -5.68761  -0.56
C 6.28851 3.53993 -5.82127  0.46
C 6.90376 4.82762 -5.33058  -0.39
C 5.73216 5.79081 -5.41250  -0.49
C 4.91535 5.21079 -6.54912  -0.39
O 5.12900 3.79423 -6.48292  -0.31
H 7.71497 5.11297 -6.00344  0.27
H 7.26922 4.72361 -4.31097  0.27
H 6.02554 6.82775 -5.57823  0.32
H 5.15700 5.74822 -4.48389  0.27
H 5.25047 5.56811 -7.52687  0.25
H 3.85219 5.42515 -6.44101  0.29
O -7.07325 -1.54739 -5.41040  -0.56
C -6.87452 -2.53896 -6.05165  0.48
C -7.17527 -2.72389 -7.51925  -0.47
C -7.09926 -4.23290 -7.67334  -0.55
C -6.10358 -4.61860 -6.59855  -0.41
O -6.29387 -3.66108 -5.54582  -0.27
H -6.40801 -2.21471 -8.10585  0.28
H -8.16359 -2.34206 -7.76692  0.29
H -6.80386 -4.55921 -8.67054  0.34
H -8.07452 -4.67363 -7.45040  0.27
H -5.06916 -4.55222 -6.94646  0.26
H -6.28329 -5.62330 -6.21587  0.32
O 1.01265 -3.23920 3.39279  -0.59
C 1.33349 -4.24276 2.81592  0.43
C 1.87107 -4.32407 1.40771  0.17
C 1.71691 -5.80062 1.09190  -0.11
C 1.84563 -6.43883 2.45845  -0.61
O 1.29676 -5.47885 3.37620  -0.40
H 2.91830 -4.01318 1.40796  0.18
H 1.28680 -3.70507 0.72902  -0.11
H 2.44421 -6.17452 0.37185  0.49
H 0.72253 -5.98575 0.68964  -0.09
H 2.88719 -6.62791 2.73365  0.24
H 1.28789 -7.37245 2.52891  0.37
O 8.04219 4.67480 10.58385  -0.58
C 8.35346 3.66908 10.01036  0.50
C 8.81883 3.58150 8.57926  -0.24
C 8.68276 2.09720 8.28949  -0.34
C 8.89616 1.48019 9.65651  -0.49
O 8.37354 2.43873 10.58821  -0.37
H 9.85726 3.91437 8.52080  0.30
H 8.18591 4.17799 7.92396  0.16
H 9.38096 1.72985 7.53714  0.35
H 7.66890 1.88336 7.94014  0.10
H 9.95435 1.31854 9.87965  0.26
H 8.36451 0.53536 9.76761  0.34
O -2.78806 3.89422 -1.95357  -0.46
C -2.28283 4.80923 -2.54271  0.30
C -0.98758 4.75848 -3.31530  0.31
C -0.66057 6.23096 -3.48782  -0.73
C -2.03543 6.86787 -3.49702  -0.45
O -2.83790 6.04573 -2.63703  -0.42
H -1.16444 4.26550 -4.27222  0.03
H -0.21552 4.23750 -2.75199  0.17
H -0.07785 6.45076 -4.38282  0.32
H -0.09364 6.58434 -2.62267  0.29
H -2.48540 6.87215 -4.49367  0.24
H -2.01736 7.88806 -3.11440  0.36
O 0.18542 -7.01350 -1.25424  -0.56
C -0.99803 -6.82491 -1.31354  0.60
C -1.84185 -6.85292 -2.56506  -0.63
C -3.12006 -6.17329 -2.10368  -0.19
C -3.15554 -6.51814 -0.62897  -0.47
O -1.77875 -6.59247 -0.22641  -0.37
H -2.01342 -7.89168 -2.85443  0.28
H -1.36165 -6.30410 -3.37287  0.33
H -4.01058 -6.49749 -2.64301  0.40
H -3.02590 -5.09084 -2.22940  0.10
H -3.62637 -7.48616 -0.43915  0.26
H -3.66773 -5.75624 -0.04165  0.29

Lowest unoccupied orbital energy (eV): 0.1
Kohn-Sham gap (eV): 8.7


- Which of these has the highest Kohn-Sham gap?
  C56H84O42